Density functional theory data (ωB97M-V/def2-TZVPD) for the ion C4H7INO with charge +1.

```
! RIJCOSX wB97M-V def2-TZVPD def2/J DEFGRID3
* xyz 1 1
C -2.50457 -2.39321 -2.19370
C -0.01272 -0.58542 0.19759
C 0.63390 1.87947 0.04236
C 1.54630 0.02613 1.67426
N 0.69579 0.43283 0.47881
O -1.99289 -3.43050 -2.30754
I -1.54198 -0.41071 -1.69585
H -3.52397 -2.16718 -2.30663
H 0.25604 1.97573 -0.93823
H 1.42795 2.48508 0.32375
H -0.16398 2.34993 0.62077
H 1.39132 -1.03960 1.97004
H 1.21757 0.57864 2.56873
H 2.57124 0.29882 1.56565
*
```

Computed properties:
**Max |F|**: 0.0604 hartree/bohr
**Energy above the lowest of the compared OMol25 structures with the same formula, charge and spin**: 85.06 kcal/mol
**Orbital gap**: 8.695 eV
**HOMO level**: -0.5016 Ha
**Energy**: -15888.300 eV

***

Density functional theory data (ωB97M-V/def2-TZVPD) for a cluster of 11 separate species, C19H31Cl21O4S in total.

```
! RIJCOSX wB97M-V def2-TZVPD def2/J DEFGRID3
* xyz 0 1
O -2.28801 0.43824 -0.68946
C -1.90014 -0.65708 -0.40195
Cl -1.68704 -1.85228 -1.71760
C -1.55217 -1.00750 1.03113
C -2.37831 -2.15270 1.70232
C -1.47768 -2.63276 2.82815
C -0.46973 -3.60418 2.23816
C 0.72562 -3.84749 3.13246
O 0.73410 -3.03564 1.84193
C -3.03812 -3.20436 0.82319
C -4.33793 -2.55030 0.34608
S -5.82009 -3.59005 0.27266
C -4.52799 -1.37041 1.31398
O -5.39042 -0.53638 1.29436
O -3.52854 -1.44952 2.22252
H -1.69501 -0.13327 1.65396
H -0.48232 -1.21866 1.05862
H -2.01083 -3.17881 3.60524
H -0.87420 -1.82472 3.23206
H -0.84098 -4.44971 1.68427
H 1.35160 -4.67479 2.84000
H 1.06296 -2.98348 3.67927
H -3.33193 -4.04059 1.47224
H -2.43830 -3.71780 0.08016
H -4.15109 -2.27919 -0.69384
H -5.66579 -4.31499 -0.85047
Cl 0.97180 0.54685 2.48044
C 1.18462 1.36260 0.92594
Cl 2.31985 2.70828 1.06416
H 1.57107 0.64843 0.20709
H 0.22416 1.74351 0.59486
Cl 0.04348 -4.18038 5.63570
C -1.08939 -4.78228 6.85813
Cl -2.76583 -4.59417 6.33098
H -0.89324 -5.83418 7.02898
H -0.94646 -4.22156 7.77448
Cl -5.24839 -2.23636 -3.40654
C -5.11851 -0.49182 -3.67134
Cl -4.18260 -0.12098 -5.12329
H -6.11553 -0.08358 -3.78405
H -4.62492 -0.04617 -2.81453
Cl 3.00584 3.03467 6.23945
C 3.43616 1.79532 5.05475
Cl 3.21103 0.16469 5.70809
H 2.80486 1.91194 4.18139
H 4.47740 1.92028 4.78204
Cl -5.19576 -7.16506 -1.48132
C -6.67024 -7.59793 -0.60484
Cl -7.60083 -6.16876 -0.14363
H -7.28211 -8.22189 -1.24545
H -6.39494 -8.13967 0.29222
Cl 3.72740 5.06988 3.02996
C 3.93283 5.86652 1.46284
Cl 5.06968 7.21510 1.56511
H 4.31349 5.14447 0.75222
H 2.97142 6.24236 1.13252
Cl 4.31448 5.56460 -1.96147
C 5.49229 6.68290 -2.66539
Cl 5.25355 8.32703 -2.07620
H 6.48987 6.35602 -2.39509
H 5.37717 6.67677 -3.74332
Cl 8.24151 8.74661 -3.54203
C 8.35703 10.49648 -3.75989
Cl 9.24053 10.91181 -5.22979
H 7.35489 10.90730 -3.82946
H 8.87614 10.91652 -2.90680
Cl 5.48109 9.22493 -5.83044
C 5.70270 10.03081 -7.39000
Cl 6.86874 11.35251 -7.27716
H 6.06406 9.30681 -8.11057
H 4.74879 10.43298 -7.70977
Cl -5.71264 -10.52148 -2.56188
C -4.13892 -10.60191 -3.36192
Cl -3.33561 -12.14753 -3.07030
H -4.28568 -10.48009 -4.42836
H -3.51399 -9.80475 -2.97597
*
```

Computed properties:
**Max |F|**: 0.0840 hartree/bohr
**SMILES**: O=C(Cl)C[C@]1(C[C@@H]2CO2)C[C@@H](S)C(=O)O1.ClCCl.ClCCl.ClCCl.ClCCl.ClCCl.ClCCl.ClCCl.ClCCl.ClCCl.ClCCl
**Orbital gap**: 9.470 eV
**HOMO level**: -0.3391 Ha
**Energy**: -302199.889 eV

***

Density functional theory data (ωB97M-V/def2-TZVPD) for the ion C10H13ClN with charge +1.

```
! RIJCOSX wB97M-V def2-TZVPD def2/J DEFGRID3
* xyz 1 1
C 0.12664 -3.02620 -0.39280
C 1.12981 -2.18429 -0.13751
C 1.01526 -1.18220 0.95668
Cl 2.22818 -1.66468 2.30522
C 1.20530 0.23427 0.46062
N 1.29133 1.07717 1.69894
C -0.07452 0.57961 -0.21072
C 0.16629 0.96371 -1.50799
C -0.90324 1.54082 -2.17127
C -2.18224 1.64630 -1.57143
C -2.41613 1.19577 -0.29063
C -1.30340 0.74541 0.38030
H 0.29071 -3.91882 -1.06907
H -0.93948 -2.98670 -0.08628
H 2.09242 -2.24585 -0.41123
H 0.13532 -1.38464 1.41740
H 2.13939 0.35399 0.04067
H 1.94873 0.74955 2.51643
H 0.44129 1.05219 2.20037
H 1.48184 2.04531 1.54344
H 1.06803 0.95411 -1.99974
H -0.91389 2.01832 -3.11426
H -3.01607 2.21177 -2.10486
H -3.37056 1.40170 0.02905
H -1.39247 0.48446 1.51941
*
```

Computed properties:
**Max |F|**: 0.0955 hartree/bohr
**Energy above the lowest of the compared OMol25 structures with the same formula, charge and spin**: 0.00 kcal/mol
**SMILES**: C=C[C@@H](Cl)[C@H]([NH3+])c1ccccc1
**Orbital gap**: 9.916 eV
**HOMO level**: -0.4850 Ha
**Energy**: -24584.764 eV

***

Density functional theory data (ωB97M-V/def2-TZVPD) for a cluster of 2 separate species, C20H30FN2O2 in total.

```
! RIJCOSX wB97M-V def2-TZVPD def2/J DEFGRID3
* xyz 1 1
C -1.10668 3.62654 7.13221
C -1.41453 2.06326 7.29729
C -0.06571 1.26036 7.28160
F -0.01237 0.33862 8.36180
C 0.22212 0.53138 5.91826
C 1.02924 -0.70711 6.01978
C 1.40678 -1.48382 4.82847
C 0.95648 -0.95851 3.55474
C 0.14319 0.27426 3.44765
C -0.23124 1.02880 4.62535
C -0.11161 0.50544 1.92866
O -1.00899 1.11581 1.42992
N 0.96590 -0.23620 1.27582
C 1.15351 -1.44665 2.09240
O 1.35866 -2.52173 1.62015
H -1.26659 3.89881 6.05968
H -1.79242 4.21893 7.78382
H -0.05835 3.88495 7.42918
H -1.83228 1.94198 8.33676
H -2.17670 1.69912 6.56721
H 0.80992 1.95377 7.43539
H 1.38569 -1.07853 7.00972
H 2.02635 -2.40273 4.86391
H -0.82681 1.96034 4.52726
H 1.81303 0.33973 1.29539
C 0.89998 1.59484 -2.40977
C -0.36000 0.75926 -2.20995
C -0.10218 -0.74713 -2.18580
C 0.40895 -1.41648 -3.45793
N -0.50086 -1.33417 -4.68299
C -0.23425 -0.07629 -5.50399
C 0.94349 -0.43756 -6.38215
C 0.63095 -1.85704 -6.81635
C -0.14732 -2.48083 -5.66227
C -1.95487 -1.45204 -4.32131
H 1.46551 1.29120 -3.29491
H 0.63211 2.64602 -2.53157
H 1.55849 1.51316 -1.54353
H -1.09996 1.02267 -2.97122
H -0.80827 1.04128 -1.25356
H -1.01345 -1.25412 -1.85424
H 0.63286 -0.94913 -1.39994
H 0.52527 -2.47855 -3.23508
H 1.38974 -1.03544 -3.74441
H -1.12424 0.12011 -6.10518
H -0.04057 0.76890 -4.85087
H 1.87887 -0.40537 -5.81808
H 1.04942 0.23913 -7.22983
H 1.53196 -2.42220 -7.05208
H 0.01281 -1.85135 -7.71683
H 0.42141 -3.24173 -5.13213
H -1.07519 -2.92352 -6.02107
H -2.25461 -0.58969 -3.73350
H -2.09353 -2.37596 -3.76162
H -2.53913 -1.47479 -5.24027
*
```

Computed properties:
**Max |F|**: 0.0519 hartree/bohr
**Orbital gap**: 9.101 eV
**HOMO level**: -0.4198 Ha
**Energy**: -31012.015 eV

***

Density functional theory data (ωB97M-V/def2-TZVPD) for the molecule C2H4O2.

```
! RIJCOSX wB97M-V def2-TZVPD def2/J DEFGRID3
* xyz 0 1
C 0.84470 -0.05667 -0.52042
O -0.50893 -0.45831 -0.46615
C -1.10712 0.01503 0.64128
O -0.55728 0.86574 1.32934
H 1.45016 -0.59978 0.21542
H 1.07624 -0.32951 -1.57208
H 0.86882 1.08695 -0.46069
H -2.06659 -0.52347 0.83330
*
```

Computed properties:
**Max |F|**: 0.0531 hartree/bohr
**Energy above the lowest of the compared OMol25 structures with the same formula, charge and spin**: 24.72 kcal/mol
**SMILES**: COC=O
**Orbital gap**: 11.816 eV
**HOMO level**: -0.3982 Ha
**Energy**: -6233.235 eV

***

Density functional theory data (ωB97M-V/def2-TZVPD) for the molecule C15H24N4O2S.

```
! RIJCOSX wB97M-V def2-TZVPD def2/J DEFGRID3
* xyz 0 1
C 8.80654 -1.45949 0.02291
C 7.64891 -0.47016 0.03964
C 6.30326 -1.18946 -0.02866
C 5.16205 -0.24342 -0.01783
N 5.26405 1.03422 -0.01218
N 4.10301 1.68226 -0.00498
C 3.08528 0.88912 -0.00478
N 1.78946 1.32966 0.00305
C 0.71476 0.47569 0.00704
O 0.86188 -0.72474 0.00215
C -0.61555 1.18476 0.01652
C -1.77615 0.19664 0.03640
C -3.11224 0.92954 0.00377
O -3.20499 2.13845 -0.04092
N -4.17465 0.10083 0.03070
C -5.54692 0.56462 -0.00021
C -6.30798 0.11423 1.25103
C -6.55956 -1.39186 1.25563
C -7.30201 -1.81545 -0.00794
C -6.51157 -1.41880 -1.25098
C -6.26159 0.08730 -1.26914
S 3.48712 -0.80991 -0.01446
H 8.79247 -2.05190 -0.88960
H 8.74492 -2.13742 0.87175
H 9.75581 -0.93257 0.07412
H 7.72774 0.21361 -0.80568
H 7.68346 0.13072 0.94873
H 6.24831 -1.79418 -0.93928
H 6.19970 -1.87500 0.81776
H 1.66181 2.33190 0.00629
H -0.67358 1.83918 0.88937
H -0.69360 1.82224 -0.86753
H -1.72142 -0.42107 0.93522
H -1.70678 -0.46929 -0.82642
H -4.02424 -0.89418 0.06136
H -5.47684 1.65783 -0.01161
H -7.26550 0.63737 1.27611
H -5.74347 0.40442 2.13920
H -7.14584 -1.65794 2.13735
H -5.61120 -1.93057 1.32097
H -7.46654 -2.89480 0.00061
H -8.27914 -1.32800 -0.03189
H -7.06324 -1.70505 -2.14855
H -5.56076 -1.95685 -1.26779
H -7.21769 0.60876 -1.34061
H -5.66444 0.35978 -2.14140
*
```

Computed properties:
**Max |F|**: 0.0339 hartree/bohr
**Energy above the lowest of the compared OMol25 structures with the same formula, charge and spin**: 22.94 kcal/mol
**SMILES**: CCCc1nnc(NC(=O)CCC(=O)NC2CCCCC2)s1
**Orbital gap**: 9.581 eV
**HOMO level**: -0.3305 Ha
**Energy**: -36836.559 eV

***

What is the orbital gap in the fifth record? 11.816 eV

***

Which value of max |F| does entry 4 give? 0.0519 hartree/bohr